Entry 1:
DFT (ωB97M-V/def2-TZVPD) results for the ion C5H9N2O with charge -1 in a non-equilibrium geometry.

The energy above the lowest of the compared OMol25 structures with the same formula, charge and spin is 34.4 kcal per mole. As for the highest occupied orbital energy: -1.692 eV. The total charge is -1. The value obtained for the electronic energy is -380.5350 Eh.

Last column: natural (NBO) charge in e.
Cartesian coordinates (Å):
O 3.487 -0.056 -0.663  -0.61
N 1.394 0.186 -0.303  -0.14
N 2.289 -0.138 -1.103  0.17
C 0.117 0.389 -0.887  -0.38
C -0.878 -0.770 1.028  -0.71
C 1.639 0.599 1.157  -0.45
C -2.299 -0.201 -0.918  -0.62
C -0.964 -0.251 -0.235  0.00
H 0.009 0.566 -1.957  0.19
H -0.011 -0.726 1.569  0.16
H -2.287 0.396 -1.899  0.19
H 1.518 -0.272 1.721  0.20
H -1.720 -1.226 1.456  0.17
H 0.797 1.369 1.411  0.22
H 2.555 1.151 1.138  0.22
H -2.655 -1.168 -1.317  0.19
H -2.990 0.152 -0.199  0.20



Entry 2:
DFT (ωB97M-V/def2-TZVPD) results for a cluster of 2 separate species, C24H29NO4S2 in total in a non-equilibrium geometry.

The energy above the lowest of the compared OMol25 structures with the same formula, charge and spin is 16.5 kcal per mole. As for the highest occupied orbital energy: -6.711 eV. Its SMILES is C=C(S(=O)(=O)c1ccccc1)S(=O)(=O)c1ccccc1.C1=C(N2CCCC2)CCCC1. The value obtained for the electronic energy is -2083.8815 Eh.

Last column: natural (NBO) charge in e.
Cartesian coordinates (Å):
S 2.303 -3.134 0.615  2.14
S 2.253 -0.045 -0.164  2.10
O 1.211 -3.961 0.148  -0.93
O 3.617 -3.695 0.839  -0.92
O 1.013 0.012 0.607  -0.94
O 2.311 0.649 -1.441  -0.93
N -0.335 -0.867 -4.920  -0.43
C -0.878 -0.236 -3.855  0.21
C 2.454 -1.794 -0.602  -0.59
C -2.161 0.527 -4.136  -0.44
C 1.209 -2.074 -6.261  -0.41
C 1.772 -2.443 2.197  -0.25
C 2.722 -2.158 3.178  -0.21
C 4.718 2.943 2.248  -0.18
C -0.297 -0.285 -2.609  -0.27
C -2.573 1.512 -3.044  -0.39
C 3.381 0.902 0.878  -0.23
C 5.184 2.506 1.001  -0.22
C -0.052 -1.796 -7.084  -0.41
C 0.953 -1.376 4.635  -0.19
C 2.922 1.322 2.129  -0.20
C 0.952 -1.513 -4.853  -0.18
C -2.219 1.055 -1.636  -0.38
C 2.311 -1.592 4.388  -0.22
C -0.758 0.611 -1.534  -0.46
C 0.004 -1.737 3.673  -0.21
C -0.983 -0.946 -6.211  -0.20
C 3.589 2.340 2.812  -0.21
C 0.411 -2.280 2.453  -0.18
C 4.522 1.486 0.315  -0.20
C 2.211 -2.053 -1.913  -0.27
H 1.748 -0.808 -4.562  0.18
H 0.549 -0.924 -2.410  0.18
H -1.989 -1.391 -6.122  0.19
H 1.420 -3.143 -6.201  0.21
H 0.950 -2.323 -4.111  0.17
H -0.562 -2.725 -7.349  0.21
H -2.101 1.101 -5.070  0.21
H 0.635 -0.934 5.581  0.22
H -1.130 0.057 -6.652  0.18
H -2.860 0.222 -1.331  0.19
H -0.317 -2.571 1.696  0.25
H 4.876 1.133 -0.652  0.24
H -2.981 -0.195 -4.283  0.21
H 6.061 2.971 0.547  0.22
H 2.075 -1.566 -6.692  0.21
H -0.132 1.518 -1.521  0.20
H -1.061 -1.596 3.861  0.22
H 0.179 -1.252 -8.000  0.21
H 2.042 0.855 2.567  0.25
H 3.069 -1.331 5.128  0.22
H -2.085 2.475 -3.232  0.19
H 1.877 -3.038 -2.242  0.25
H 5.232 3.751 2.778  0.22
H 3.206 2.655 3.783  0.22
H 2.566 -1.338 -2.648  0.25
H 3.773 -2.354 2.970  0.25
H -0.608 0.139 -0.563  0.24
H -3.651 1.688 -3.098  0.20
H -2.396 1.869 -0.925  0.20